Formula: C61H50Cl3N3O4PtS3Te2
Source: the Open Molecules 2025 dataset
Level of theory: ωB97M-V/def2-TZVPD

Element x y z (Å)
Pt (0.325, 0.054, -1.652)
Te (1.353, -2.316, -1.501)
Te (-0.204, 1.100, -4.286)
Cl (-5.481, -4.669, 3.391)
Cl (-5.945, -6.466, -2.376)
Cl (-8.091, -2.637, 0.675)
S (-1.181, -3.675, -3.261)
S (-3.470, -6.451, 2.166)
S (-0.055, -0.505, 2.519)
O (2.270, 0.270, -1.275)
O (5.881, -0.329, -1.881)
O (-4.554, -1.904, 2.343)
O (-0.008, 0.280, 1.247)
N (-3.727, -0.330, -0.559)
N (-1.746, -0.290, -1.492)
N (0.232, 2.206, -1.316)
C (-2.407, -0.182, -0.367)
C (-0.022, -3.828, -2.009)
C (4.018, -1.399, 0.963)
C (0.088, 6.486, 0.077)
C (-3.916, -0.587, -1.899)
C (-4.715, -0.290, 0.513)
C (4.934, -2.750, -0.804)
C (-1.350, 0.249, 3.504)
C (0.442, 7.225, -1.044)
C (5.231, 2.065, -0.350)
C (-3.979, -4.868, 2.575)
C (-2.677, -0.567, -2.469)
C (-3.231, -2.422, 2.322)
C (2.056, 1.163, 2.924)
C (2.825, -0.005, 5.333)
C (1.036, 6.594, -2.129)
C (0.326, 5.120, 0.112)
C (4.995, -0.277, -1.051)
C (-1.817, -0.380, 4.648)
C (5.717, 4.438, 0.394)
C (-6.842, -4.445, -0.833)
C (3.053, 3.745, -5.469)
C (-5.225, -1.602, 1.122)
C (3.158, 1.650, 3.614)
C (2.980, 1.275, -0.868)
C (3.537, 1.071, 4.817)
C (4.056, -3.788, 1.176)
C (-0.003, -5.115, -1.542)
C (3.424, 3.571, -0.184)
C (2.521, 2.590, -0.634)
C (4.772, 3.344, -0.026)
C (-3.109, -3.911, 2.156)
C (-2.043, -5.854, 1.440)
C (1.727, -0.504, 4.649)
C (4.647, -3.892, -0.078)
C (4.179, 3.150, -4.910)
C (-4.324, -3.355, -0.491)
C (1.807, 3.150, -5.325)
C (-2.829, 0.218, 5.383)
C (3.749, -2.543, 1.702)
C (-5.739, -5.027, -1.422)
C (4.064, 1.949, -4.228)
C (2.819, 1.344, -4.088)
C (-0.930, -5.971, -2.206)
C (4.608, -1.499, -0.288)
C (0.919, 4.489, -0.974)
C (-2.909, 2.035, 3.806)
C (-1.063, 2.811, -3.316)
C (1.350, 0.099, 3.459)
C (-1.978, -4.499, 1.506)
C (-1.887, 1.450, 3.070)
C (1.278, 5.228, -2.095)
C (-3.376, 1.423, 4.961)
C (1.166, 3.010, -0.967)
C (-5.395, -2.761, 0.172)
C (-1.649, -5.324, -3.162)
C (-6.653, -3.322, -0.046)
C (1.689, 1.957, -4.614)
C (-1.047, 2.743, -1.789)
C (4.377, 1.054, -0.724)
C (-4.477, -4.484, -1.271)
H (-1.339, -6.527, 0.981)
H (6.291, 1.841, -0.297)
H (-1.966, 0.072, 0.583)
H (3.048, 4.565, 0.027)
H (-3.330, -2.939, -0.402)
H (-4.170, 1.883, 5.534)
H (-1.168, -3.924, 1.070)
H (-2.802, -2.128, 3.282)
H (-0.481, 3.655, -3.686)
H (-0.375, 6.973, 0.925)
H (1.182, -1.358, 5.034)
H (3.831, -4.684, 1.742)
H (-1.826, 2.073, -1.435)
H (1.316, 7.166, -3.003)
H (-2.410, -5.726, -3.811)
H (3.727, 2.472, 3.199)
H (0.665, -5.440, -0.757)
H (5.405, -2.806, -1.775)
H (-6.225, -1.354, 1.477)
H (-3.622, -4.931, -1.745)
H (4.895, -4.864, -0.482)
H (-1.403, -1.332, 4.960)
H (-1.496, 1.905, 2.168)
H (-2.086, 2.912, -3.674)
H (-4.276, 0.295, 1.323)
H (4.397, 1.452, 5.352)
H (-5.580, 0.260, 0.139)
H (3.305, -2.457, 2.684)
H (3.134, -0.465, 6.263)
H (-1.054, -7.021, -1.979)
H (1.754, 1.577, 1.970)
H (-4.893, -0.762, -2.314)
H (-2.622, -1.938, 1.550)
H (-7.830, -4.861, -0.968)
H (2.731, 0.411, -3.549)
H (5.147, 3.622, -5.013)
H (3.145, 4.672, -6.020)
H (0.259, 8.291, -1.070)
H (-1.262, 3.739, -1.400)
H (-3.340, 2.972, 3.477)
H (1.758, 4.731, -2.932)
H (0.058, 4.539, 0.987)
H (0.933, 3.615, -5.764)
H (5.338, 4.984, 1.259)
H (-3.198, -0.261, 6.280)
H (4.935, 1.481, -3.783)
H (6.693, 4.032, 0.656)
H (-2.400, -0.735, -3.494)
H (5.868, 5.165, -0.406)
H (3.781, -0.424, 1.366)

Calculated values
ΔE to the lowest compared entry with this formula, charge and spin = 0.000 eV
Kohn-Sham gap = 0.222 Ha
E_HOMO = -5.961 eV
Total charge = 0
Strongest force on any atom = 1.65 eV Å⁻¹
Multiplicity = 1

Löwdin population analysis, charges in e, atoms 1 to 6: Pt 0.6140; Te 0.9978; Te 1.3331; Cl 0.6778; Cl 0.6819; Cl 0.7154

Formula: C61H56N2NaO4P3S
Source: the Open Molecules 2025 dataset
Level of theory: ωB97M-V/def2-TZVPD

Element x y z (Å)
S (2.972, -0.212, -3.171)
P (-1.372, 2.191, -5.026)
P (-1.310, -2.597, 2.155)
P (-0.416, 1.241, -1.880)
Na (1.009, -1.291, 0.449)
O (1.259, 1.875, 2.487)
O (2.777, -1.362, -0.479)
O (3.447, 1.655, 0.571)
O (-0.665, 0.457, 0.746)
N (3.487, -2.069, -1.308)
N (1.202, -0.844, 2.682)
C (-2.724, -6.381, 2.676)
C (0.603, 4.440, -7.798)
C (-4.905, 1.916, -0.900)
C (-2.104, -5.232, 2.219)
C (1.770, -2.828, 3.957)
C (1.264, -5.147, 3.502)
C (1.235, 2.252, -6.216)
C (-2.821, -2.706, -2.148)
C (4.768, -4.051, -1.689)
C (0.567, 2.751, -1.584)
C (-1.515, 6.007, -3.406)
C (5.487, -1.086, 4.964)
C (-1.907, 3.795, -4.285)
C (-1.095, -2.111, -0.482)
C (4.302, -1.607, 4.468)
C (-2.090, -1.212, 3.073)
C (1.529, -3.073, 5.308)
C (-3.990, 2.861, -0.463)
C (4.594, 1.120, 4.743)
C (3.408, 0.597, 4.249)
C (1.997, -1.400, 3.482)
C (-2.036, 0.126, 5.086)
C (0.999, -5.370, 4.846)
C (-3.331, 0.852, 3.200)
C (-3.657, -5.131, 4.497)
C (1.848, 3.836, -7.925)
C (-3.122, 0.772, -2.028)
C (3.239, -0.778, 4.098)
C (-3.713, -3.097, -1.155)
C (-2.263, -4.004, 2.875)
C (-2.038, -2.562, 0.479)
C (4.529, -2.429, -3.419)
C (-3.319, -3.030, 0.170)
C (1.300, 4.511, -0.087)
C (-0.313, 3.955, -6.881)
C (1.630, -3.885, 3.060)
C (-4.464, 0.875, -1.704)
C (-3.764, 5.218, -3.680)
C (2.482, 4.127, -2.130)
C (3.697, -1.624, -2.607)
C (5.639, 0.284, 5.109)
C (-3.034, -3.979, 4.035)
C (-3.277, 4.017, -4.172)
C (-1.642, -0.998, 4.378)
C (-1.030, 4.816, -3.923)
C (-3.517, -6.330, 3.817)
C (-2.883, 6.211, -3.282)
C (-0.477, 1.139, -3.759)
C (1.618, 3.091, -2.438)
C (-1.568, -2.215, -1.807)
C (1.134, -4.328, 5.751)
C (-2.180, 1.692, -1.560)
C (-0.007, 2.862, -6.061)
C (2.157, 2.744, -7.131)
C (-2.879, 1.057, 4.494)
C (-2.648, 2.754, -0.793)
C (0.454, 3.455, -0.384)
C (2.315, 4.859, -0.963)
C (5.050, -3.623, -2.988)
C (3.998, -3.243, -0.890)
C (-2.940, -0.275, 2.491)
H (0.670, -6.347, 5.179)
H (-5.162, 0.129, -2.066)
H (-0.900, -1.913, -2.615)
H (5.662, -4.226, -3.649)
H (-3.260, 7.145, -2.881)
H (-3.118, -2.776, -3.192)
H (-4.025, -7.222, 4.166)
H (0.565, 1.032, -4.058)
H (0.938, -4.501, 6.804)
H (3.237, 0.823, 0.122)
H (-4.002, -3.336, 0.957)
H (-4.322, 3.692, 0.149)
H (-1.978, 3.534, -0.465)
H (-1.661, 0.293, 6.089)
H (1.177, 5.047, 0.846)
H (-4.703, -3.458, -1.418)
H (-3.964, 3.229, -4.460)
H (0.033, 4.683, -4.043)
H (-0.228, 0.159, 1.560)
H (-3.973, 1.588, 2.730)
H (-3.279, -0.413, 1.472)
H (4.200, -2.679, 4.358)
H (-0.948, -1.706, 4.816)
H (-1.283, 4.429, -6.787)
H (-0.926, 0.156, -3.917)
H (1.827, -3.704, 2.010)
H (1.506, 1.389, -5.620)
H (2.566, 4.214, -8.643)
H (1.658, -2.263, 6.019)
H (0.346, 5.291, -8.418)
H (-2.798, -0.062, -2.632)
H (2.996, 5.665, -0.718)
H (4.699, 2.195, 4.827)
H (3.303, 4.355, -2.799)
H (-3.156, -3.048, 4.575)
H (2.791, 1.737, 1.283)
H (1.258, 0.855, 2.595)
H (-0.925, -0.397, 0.307)
H (0.694, 2.038, 1.724)
H (-1.489, -5.262, 1.326)
H (2.614, 1.275, 3.981)
H (-2.596, -7.317, 2.145)
H (-0.820, 6.779, -3.098)
H (4.719, -2.062, -4.417)
H (-5.950, 1.991, -0.623)
H (-3.170, 1.947, 5.040)
H (6.296, -1.758, 5.229)
H (3.125, 2.267, -7.222)
H (-4.268, -5.094, 5.393)
H (-4.833, 5.374, -3.592)
H (-0.289, 3.150, 0.339)
H (1.787, 2.532, -3.348)
H (6.563, 0.695, 5.502)
H (3.750, -3.493, 0.132)
H (1.163, -5.962, 2.795)
H (5.134, -4.991, -1.303)

Calculated values
ΔE to the lowest compared entry with this formula, charge and spin = 0.000 eV
Kohn-Sham gap = 0.209 Ha
E_HOMO = -2.076 eV
Total charge = -2
Strongest force on any atom = 1.08 eV Å⁻¹
Multiplicity = 1

Löwdin population analysis, charges in e, atoms 1 to 6: S 0.5902; P 1.0490; P 1.1293; P 1.1060; Na 0.1768; O -0.1450